Record 1
{"formula": "C25H42BClF5N3O5Si", "method": "ωB97M-V with the def2-TZVPD basis set", "species": ["Cl", "Si", "F", "F", "F", "F", "F", "O", "O", "O", "O", "O", "N", "N", "N", "C", "C", "C", "C", "C", "C", "C", "C", "C", "C", "C", "C", "C", "C", "C", "C", "C", "C", "C", "C", "C", "C", "C", "C", "C", "B", "H", "H", "H", "H", "H", "H", "H", "H", "H", "H", "H", "H", "H", "H", "H", "H", "H", "H", "H", "H", "H", "H", "H", "H", "H", "H", "H", "H", "H", "H", "H", "H", "H", "H", "H", "H", "H", "H", "H", "H", "H", "H"], "coordinates": [[-0.441, 1.608, -0.457], [-4.420, -1.578, -1.618], [3.298, -2.900, 1.092], [3.774, -0.989, -1.229], [2.884, -3.222, -0.977], [1.266, -2.725, 0.370], [3.652, -0.521, 0.812], [1.044, 0.860, 4.406], [2.367, -1.368, -3.745], [2.133, -1.249, 4.855], [-0.850, 2.921, 5.544], [-2.881, -1.772, -0.987], [-1.410, -0.544, 2.793], [2.140, 1.267, 0.237], [2.248, 3.502, -2.275], [1.598, 1.414, 1.400], [2.103, 2.483, 2.299], [-2.562, -0.403, 3.420], [0.541, 0.284, 1.657], [-1.438, 1.753, 2.449], [2.879, -0.952, -0.213], [1.204, -0.826, 2.516], [2.543, -2.473, 0.075], [-4.850, 0.183, -2.128], [1.629, 0.175, -2.069], [3.084, -2.779, -5.575], [-0.827, 0.558, 2.321], [2.320, -2.689, -4.268], [1.113, 3.473, 2.957], [-5.770, -2.133, -0.429], [-3.204, 0.771, 3.622], [1.707, 0.048, -0.564], [0.315, -0.066, 0.148], [1.343, -1.155, -2.801], [2.565, 3.465, -0.828], [3.160, 2.132, -0.373], [-2.105, -0.560, -0.809], [-4.557, -2.644, -3.166], [-2.628, 1.889, 3.101], [-0.775, -1.060, -0.278], [1.471, -0.359, 4.006], [-6.662, -2.300, -1.033], [3.266, 4.264, -0.589], [2.846, 4.206, -2.692], [1.211, -2.009, -2.132], [2.469, -2.577, -6.445], [3.701, 1.607, -1.150], [-5.520, -3.045, 0.105], [0.655, -1.757, 2.478], [3.945, -2.117, -5.546], [2.598, 1.948, 3.116], [-6.007, -1.313, 0.248], [1.665, 3.704, -0.269], [-4.410, -3.695, -2.923], [-1.002, 2.634, 2.019], [-5.688, 0.151, -2.821], [-3.092, 2.854, 3.205], [2.885, 3.088, 1.856], [-2.650, 0.064, -0.105], [0.867, 0.858, -2.420], [-1.032, -1.637, 0.611], [-3.754, -2.367, -3.851], [-4.124, 0.821, 4.176], [1.298, -3.057, -4.384], [1.464, -1.876, 5.161], [-4.036, 0.678, -2.660], [2.535, 0.547, -2.533], [-3.036, -1.291, 3.828], [-0.098, 2.370, 5.337], [1.319, 3.892, -2.391], [3.478, -3.791, -5.651], [0.409, 3.064, 3.676], [-5.056, 0.797, -1.253], [1.710, 4.242, 3.438], [2.191, -1.121, 2.158], [0.578, 3.997, 2.162], [0.409, -1.062, -3.364], [-0.435, -1.810, -0.984], [3.911, 2.360, 0.375], [0.230, 0.789, 4.945], [-5.514, -2.484, -3.653], [-2.022, -0.109, -1.792], [2.828, -3.337, -3.549]], "total_charge": 0, "e_lumo_ev": -0.75, "homo_energy_ev": -5.63, "orbital_gap_ev": 4.879, "spin_multiplicity": 1}

=====

Record 2
{"formula": "C27H31B2F4N10O5S6Y", "method": "ωB97M-V with the def2-TZVPD basis set", "species": ["Y", "S", "S", "S", "S", "S", "S", "F", "F", "F", "F", "O", "O", "O", "O", "O", "N", "N", "N", "N", "N", "N", "N", "N", "N", "N", "C", "C", "C", "C", "C", "C", "C", "C", "C", "C", "C", "C", "C", "C", "C", "C", "C", "C", "C", "C", "C", "C", "C", "C", "C", "C", "C", "B", "B", "H", "H", "H", "H", "H", "H", "H", "H", "H", "H", "H", "H", "H", "H", "H", "H", "H", "H", "H", "H", "H", "H", "H", "H", "H", "H", "H", "H", "H", "H", "H"], "coordinates": [[-0.160, 0.063, -1.117], [0.926, -1.727, -3.883], [3.983, -4.457, -4.175], [3.936, -1.826, -2.696], [1.462, 2.261, 1.310], [-0.958, -2.407, -0.867], [0.943, -3.582, -4.907], [1.429, 0.424, -2.314], [-4.069, -0.375, 1.915], [0.774, 2.848, -4.928], [-4.036, 1.540, 0.598], [-3.590, -0.577, -0.329], [0.080, 3.046, -2.773], [-0.625, 1.171, -4.287], [-2.016, 0.502, 1.297], [6.001, -3.463, -2.791], [-1.314, 0.496, -3.285], [1.323, -1.024, 0.468], [-2.506, -3.000, 1.514], [-2.880, -0.136, -1.369], [3.404, 2.422, 3.071], [-1.311, -2.621, 1.833], [-0.560, 2.478, -1.691], [3.911, 3.339, 1.050], [0.632, -1.699, 1.277], [-1.321, 1.260, 0.402], [-1.381, 2.531, 0.471], [2.657, -0.789, 0.944], [-5.662, -4.206, 2.938], [-2.981, 0.024, -5.030], [4.869, -3.290, -3.135], [-0.562, -2.205, 0.839], [-0.678, 3.225, -0.667], [2.532, -2.325, -3.569], [-4.046, -4.063, 4.703], [-5.332, -4.371, 4.275], [-0.249, 4.647, -0.552], [5.325, -0.419, 1.666], [-3.092, -3.604, 3.809], [-4.397, -1.467, -2.769], [-3.251, -0.543, -2.522], [-2.437, 0.008, -3.640], [4.680, 2.777, 3.652], [3.012, 2.714, 1.822], [4.860, 0.036, 0.439], [3.703, 3.713, -0.340], [3.533, -0.142, 0.082], [-3.434, -3.450, 2.470], [3.122, -1.261, 2.169], [4.446, -1.065, 2.529], [2.548, -3.492, -4.219], [-2.053, 3.308, 1.545], [-4.719, -3.745, 2.035], [-3.459, 0.299, 0.889], [0.085, 2.298, -3.939], [-5.023, -1.503, -1.883], [5.505, 2.241, 3.172], [4.576, 3.430, -0.927], [4.802, -1.444, 3.480], [6.369, -0.298, 1.934], [2.438, -1.782, 2.822], [-3.918, 0.584, -5.061], [0.506, 4.870, -1.300], [2.728, 1.911, 3.613], [-6.665, -4.432, 2.595], [4.669, 2.505, 4.703], [-3.780, -4.180, 5.746], [5.544, 0.518, -0.251], [-1.106, 5.307, -0.714], [4.861, 3.853, 3.585], [-4.022, -2.475, -2.969], [-4.977, -3.596, 0.991], [0.152, 4.828, 0.441], [4.820, 3.522, 1.439], [-1.406, 4.119, 1.878], [3.542, 4.788, -0.439], [-2.992, 3.725, 1.178], [-6.073, -4.729, 4.980], [-2.280, 2.646, 2.375], [-2.273, 0.468, -5.720], [-3.198, -0.999, -5.345], [3.163, 0.203, -0.876], [-4.996, -1.148, -3.622], [-2.089, -3.358, 4.130], [-2.807, -2.859, 0.549], [2.833, 3.188, -0.722]], "total_charge": 0, "e_lumo_ev": -0.61, "homo_energy_ev": -6.98, "orbital_gap_ev": 6.364, "spin_multiplicity": 1}

=====

Record 3
{"formula": "C36H35AsN2PS6SbV", "method": "ωB97M-V with the def2-TZVPD basis set", "species": ["Sb", "As", "V", "S", "S", "S", "S", "S", "S", "P", "N", "N", "C", "C", "C", "C", "C", "C", "C", "C", "C", "C", "C", "C", "C", "C", "C", "C", "C", "C", "C", "C", "C", "C", "C", "C", "C", "C", "C", "C", "C", "C", "C", "C", "C", "C", "C", "C", "H", "H", "H", "H", "H", "H", "H", "H", "H", "H", "H", "H", "H", "H", "H", "H", "H", "H", "H", "H", "H", "H", "H", "H", "H", "H", "H", "H", "H", "H", "H", "H", "H", "H", "H"], "coordinates": [[-0.337, 16.845, 13.257], [-1.305, 20.339, 17.919], [-2.879, 17.966, 16.279], [0.461, 19.637, 18.916], [-2.636, 16.860, 13.751], [-1.487, 22.435, 17.845], [-5.105, 18.608, 15.177], [-1.318, 19.486, 15.761], [-3.062, 19.156, 18.396], [-1.658, 14.047, 23.450], [-4.618, 16.894, 17.018], [-1.674, 16.288, 17.059], [0.192, 18.790, 12.538], [1.034, 19.503, 13.380], [0.385, 20.517, 10.912], [-1.864, 15.086, 16.561], [-0.070, 14.357, 13.754], [1.087, 15.270, 9.385], [1.365, 12.392, 14.158], [0.885, 15.689, 10.726], [-0.321, 14.096, 18.019], [-0.016, 15.115, 8.584], [1.640, 20.645, 12.927], [-3.464, 17.540, 22.511], [-1.414, 15.890, 10.379], [1.341, 21.102, 11.694], [-5.634, 17.395, 16.270], [-4.791, 15.801, 17.753], [-7.099, 15.668, 17.060], [-1.039, 16.342, 21.891], [-0.142, 15.319, 18.618], [-3.134, 16.303, 23.076], [0.395, 11.532, 13.652], [-1.208, 13.973, 17.003], [-6.913, 16.869, 16.372], [-1.237, 15.410, 9.100], [-0.815, 12.053, 13.166], [0.162, 13.919, 23.694], [-1.043, 13.437, 13.265], [-0.806, 16.391, 18.067], [-1.911, 15.736, 22.789], [-0.206, 19.280, 11.344], [-2.582, 18.231, 21.696], [-1.818, 13.115, 21.876], [-0.353, 16.079, 11.203], [-1.332, 17.643, 21.427], [-6.008, 15.153, 17.780], [1.174, 13.818, 14.159], [0.289, 13.058, 24.340], [-1.986, 13.820, 12.927], [2.429, 21.115, 13.632], [-7.673, 17.304, 15.741], [-0.031, 14.700, 7.546], [-6.128, 14.236, 18.341], [-4.426, 17.903, 22.737], [-1.798, 12.021, 22.111], [1.266, 19.139, 14.360], [-1.305, 13.054, 16.491], [-1.079, 13.363, 21.063], [2.019, 14.385, 14.575], [-0.009, 20.968, 10.076], [-3.872, 15.704, 23.654], [-0.057, 15.991, 21.605], [-0.934, 18.773, 10.769], [-0.644, 17.392, 18.535], [-8.009, 15.085, 16.995], [-3.932, 15.416, 18.265], [-2.776, 13.241, 21.471], [0.337, 13.267, 18.335], [0.727, 14.766, 24.117], [-2.530, 15.024, 15.696], [-0.739, 18.165, 20.672], [0.633, 10.499, 13.579], [-2.140, 15.202, 8.502], [1.968, 21.944, 11.233], [2.268, 11.978, 14.605], [-2.834, 19.228, 21.284], [2.122, 14.986, 9.008], [1.708, 15.771, 11.499], [-2.377, 16.138, 10.732], [-1.521, 11.482, 12.638], [0.603, 15.494, 19.434], [0.589, 13.568, 22.780]], "total_charge": -2, "s_squared": 3.7967, "e_lumo_ev": [3.99, 3.59], "homo_energy_ev": [-2.02, -2.01], "orbital_gap_ev": [6.002, 5.595], "spin_multiplicity": 4}

=====

Record 4
{"formula": "C3H7NO", "method": "ωB97M-V with the def2-TZVPD basis set", "species": ["O", "N", "C", "C", "C", "H", "H", "H", "H", "H", "H", "H"], "coordinates": [[0.738, -0.401, -0.211], [-0.510, 1.385, 0.827], [-0.301, 0.347, 0.145], [-1.649, -0.451, -0.552], [1.999, -0.007, 0.299], [2.236, 1.016, -0.001], [-1.625, -1.458, -0.145], [2.011, -0.078, 1.390], [2.707, -0.711, -0.138], [-1.462, 0.835, 0.407], [-1.451, -0.420, -1.619], [-2.692, -0.057, -0.402]], "total_charge": 0, "e_lumo_ev": 0.93, "homo_energy_ev": -9.80, "orbital_gap_ev": 10.733, "spin_multiplicity": 1}

=====

How do the records compare in electronic energy? In the order shown, they have -75976.80416 -131925.47463 -208247.01340 -6758.55525 eV.